i) Molecular formula: C5H15N3
Method: DFT, wB97M-V/def2-TZVPD

Last column: Löwdin charge in e.
Geometry (Å):
C 1.57154 -1.86725 -1.08349  -0.054
C 1.01864 -0.58797 -0.43229  -0.424
C 0.33628 0.33656 -1.43241  -0.231
N -0.84042 -0.24557 -2.10981  0.002
N 0.27371 -0.91791 0.76245  -0.049
C -0.01656 0.13486 1.71759  -0.217
C -1.28203 0.98452 1.49504  -0.280
N -0.98288 2.33027 1.01773  -0.011
H 1.34162 -1.88680 -2.15009  0.065
H 1.17140 -2.76682 -0.60864  0.073
H 2.63654 -1.93984 -0.92187  0.065
H 1.91890 -0.03635 -0.13337  0.130
H -0.13466 1.08915 -0.80049  0.079
H 1.00359 0.67032 -2.21532  0.109
H -1.65759 -0.18775 -1.52134  0.043
H -0.74081 -1.19045 -2.46300  0.053
H -0.56349 -1.41369 0.49713  0.104
H 0.87398 0.76199 1.75271  0.114
H -0.12821 -0.32077 2.70401  0.105
H -1.95172 0.99756 2.36720  0.100
H -1.89223 0.40356 0.78539  0.095
H -1.74990 2.94714 1.22026  0.061
H -0.20571 2.70527 1.55262  0.068

Its SMILES is C[C@@H](CN)NCCN. The calculation puts the HOMO energy at -8.4 eV. As for the HOMO-LUMO gap: 9.45 eV.

***

ii) Molecular formula: C5H15N3
Method: DFT, wB97M-V/def2-TZVPD

Last column: Löwdin charge in e.
Geometry (Å):
C 0.48362 -0.58421 1.76597  -0.052
C -0.08146 0.47431 0.79506  -0.404
C -1.59147 0.25829 0.66028  -0.177
C -2.16673 -0.96464 -0.06097  -0.289
N -1.64985 -1.27842 -1.37379  -0.012
N 0.59285 0.53076 -0.48461  -0.056
C 1.94367 1.02136 -0.42493  -0.319
N 2.36997 1.46016 -1.76755  0.003
H 1.21777 -1.22765 1.28366  0.069
H 0.91984 -0.20706 2.68681  0.072
H -0.24800 -1.33938 2.05188  0.064
H 0.02785 1.44391 1.28851  0.131
H -2.03068 1.12908 0.19048  0.103
H -1.93766 0.34028 1.69126  0.111
H -3.24653 -0.80082 -0.14511  0.102
H -2.15743 -1.86848 0.56315  0.107
H -1.60303 -0.49002 -2.01463  0.077
H -0.86869 -1.91373 -1.42653  0.061
H 0.55710 -0.34534 -0.98391  0.088
H 2.61964 0.23816 -0.08416  0.104
H 1.94906 1.88059 0.25402  0.113
H 3.24507 1.03306 -2.02071  0.048
H 1.65509 1.20982 -2.44415  0.055

Its SMILES is C[C@H](CCN)NCN. The calculation puts the HOMO energy at -8.7 eV. As for the HOMO-LUMO gap: 9.62 eV.

***

Consider the structures shown above. The most stable of them is ii).